The following is a DFT calculation (ωB97M-V/def2-TZVPD) of 11 unconnected molecules or ions with the total composition H22O11.

Computed properties:
Total charge: +1
2S+1: 2
<S²>: 0.75
Orbital gap (alpha / beta): 10.50 / 3.55 eV
Relative energy (zero: lowest compared OMol25 entry of this formula, charge and spin): 2.23 kcal per mole

Each line ends with the Mulliken charge.
CARTESIAN COORDINATES (ANGSTROEM)
O  12.240  -8.358  -18.003  -0.071
H  12.605  -8.600  -17.153  0.427
H  11.326  -8.140  -17.818  0.486
O  5.524  -6.003  -12.698  -0.634
H  5.589  -5.267  -12.089  0.335
H  6.265  -5.888  -13.293  0.408
O  9.801  -6.403  -14.793  -0.583
H  8.908  -6.503  -14.461  0.244
H  9.817  -6.920  -15.599  0.378
O  7.082  -8.510  -13.523  -0.628
H  6.248  -8.977  -13.469  0.274
H  7.326  -8.348  -12.612  0.308
O  12.243  -5.129  -15.393  -0.700
H  11.300  -5.249  -15.277  0.396
H  12.530  -4.693  -14.591  0.341
O  12.469  -7.828  -15.082  -0.580
H  11.859  -8.050  -14.379  0.329
H  12.384  -6.880  -15.184  0.423
O  9.720  -7.916  -17.802  -0.722
H  9.471  -8.551  -17.130  0.444
H  8.980  -7.311  -17.846  0.313
O  7.145  -5.337  -14.990  -0.729
H  6.371  -4.803  -15.167  0.278
H  7.286  -5.831  -15.798  0.350
O  8.699  -9.263  -15.722  -0.643
H  8.293  -8.873  -14.947  0.341
H  8.010  -9.807  -16.105  0.300
O  7.412  -6.546  -17.324  -0.772
H  7.258  -6.038  -18.121  0.307
H  6.560  -6.929  -17.116  0.337
O  8.436  -3.696  -13.196  -0.608
H  8.068  -4.404  -13.725  0.326
H  8.434  -4.038  -12.302  0.323

The following is a DFT calculation (ωB97M-V/def2-TZVPD) of 4 unconnected molecules or ions with the total composition C3H13N2O4S.

Computed properties:
Total charge: -1
2S+1: 1
Orbital gap: 6.12 eV
Relative energy (zero: lowest compared OMol25 entry of this formula, charge and spin): 44.71 kcal per mole

Each line ends with the Mulliken charge.
CARTESIAN COORDINATES (ANGSTROEM)
C  0.840  -1.314  0.870  -0.843
C  2.050  -0.374  1.090  -0.592
S  3.442  -1.643  0.976  -0.610
N  -0.335  -0.470  1.031  0.074
C  -1.675  -0.738  0.865  0.419
N  -2.063  -2.033  0.615  -0.344
O  -2.565  0.142  1.212  -0.817
H  0.871  -1.976  0.098  0.522
H  0.844  -1.903  1.805  0.297
H  2.076  0.526  0.320  0.037
H  1.945  0.186  2.121  0.257
H  -0.088  0.499  1.357  0.228
H  -1.371  -2.704  0.325  0.194
H  -3.050  -2.329  0.799  0.244
H  -1.174  2.317  -0.286  0.307
H  -2.114  1.063  -0.262  0.315
O  -1.569  1.637  -0.848  -0.725
H  -0.678  1.065  -2.163  0.474
H  0.228  0.042  -2.462  0.325
O  -0.025  0.888  -2.810  -0.722
H  0.875  1.964  -1.823  0.357
H  2.192  2.368  -1.431  0.286
O  1.344  2.785  -1.398  -0.682

The following is a DFT calculation (ωB97M-V/def2-TZVPD) of a molecular structure, C17H17AsCrO9S.

Computed properties:
2S+1: 1
Orbital gap (alpha / beta): 8.23 / 8.24 eV

Each line ends with the Mulliken charge.
CARTESIAN COORDINATES (ANGSTROEM)
Cr  0.054  -0.283  -0.359  1.141
C  1.675  -1.061  2.933  -1.507
C  0.203  -1.056  2.557  1.772
C  -0.712  -1.038  3.764  -1.826
O  -0.098  0.078  1.705  -0.116
C  -0.104  -2.262  1.657  0.190
O  -0.139  -3.379  2.099  -0.615
O  -0.319  -1.939  0.400  -0.405
H  1.911  -0.196  3.557  0.447
H  2.309  -1.044  2.046  0.235
H  1.895  -1.965  3.499  0.398
H  -0.480  -0.186  4.406  0.422
H  -0.574  -1.957  4.330  0.388
H  -1.754  -0.974  3.451  0.398
H  0.271  0.911  2.030  0.326
O  -2.788  -1.919  -1.864  -0.591
As  -2.116  -0.486  -2.624  1.110
O  -2.212  -0.495  -4.230  -0.744
O  -0.460  -0.541  -2.028  -0.439
C  -3.153  0.787  -1.607  -0.033
C  -4.489  0.436  -1.447  -0.616
C  -5.359  1.279  -0.770  -0.636
C  -4.899  2.474  -0.245  -0.531
C  -3.567  2.832  -0.394  -0.594
C  -2.699  1.993  -1.075  0.390
S  -1.009  2.521  -1.252  1.351
O  -0.908  3.855  -0.749  -0.721
O  -0.638  2.240  -2.608  -0.622
O  -0.253  1.599  -0.277  -0.510
H  -2.498  -2.717  -2.323  0.324
H  -4.849  -0.501  -1.849  0.467
H  -6.398  0.996  -0.658  0.398
H  -5.576  3.135  0.281  0.402
H  -3.186  3.763  0.001  0.516
C  1.679  -0.320  -0.558  -0.280
C  3.075  -0.365  -0.804  0.422
C  3.828  0.816  -0.748  -0.393
C  5.189  0.762  -0.977  -0.643
C  5.800  -0.455  -1.259  -0.310
C  5.054  -1.626  -1.318  -0.674
C  3.691  -1.590  -1.091  -0.431
H  3.332  1.756  -0.543  0.470
H  5.778  1.669  -0.942  0.406
H  6.866  -0.490  -1.438  0.399
H  5.537  -2.567  -1.544  0.400
H  3.091  -2.490  -1.135  0.466

The following is a DFT calculation (ωB97M-V/def2-TZVPD) of H2S4 in the gas phase.

Computed properties:
2S+1: 1
SMILES string: SSSS
Orbital gap: 7.77 eV
Relative energy (zero: lowest compared OMol25 entry of this formula, charge and spin): 11.53 kcal per mole

Each line ends with the Mulliken charge.
CARTESIAN COORDINATES (ANGSTROEM)
S  -2.019  -0.272  -0.184  -0.105
S  1.746  0.998  0.131  -0.109
S  -0.658  -1.527  0.586  -0.054
S  1.408  -0.961  -0.470  -0.069
H  -2.369  0.299  0.973  0.177
H  1.892  1.463  -1.036  0.159

Max |F| (computed, eV Å⁻¹): 3.69, 5.56, 0.18, 2.67